{"formula": "C26H38Br3Cl2F2IN4O3P", "method": "ωB97M-V with the def2-TZVPD basis set", "homo_lumo_gap_ha": 0.2061, "e_homo_ev": -10.26, "total_charge": 1, "symbols": ["C", "C", "O", "C", "N", "C", "N", "C", "C", "C", "C", "C", "C", "C", "C", "C", "C", "Cl", "C", "C", "Cl", "C", "C", "I", "C", "C", "N", "P", "C", "C", "C", "N", "C", "O", "F", "C", "O", "F", "H", "H", "H", "H", "H", "H", "H", "H", "H", "H", "H", "H", "H", "H", "H", "H", "H", "H", "H", "H", "H", "H", "H", "H", "H", "H", "H", "H", "H", "H", "H", "H", "H", "H", "H", "H", "H", "C", "Br", "Br", "Br", "H"], "coordinates": [[-3.23316, 5.53584, -1.46633], [-2.19539, 4.36600, -0.87454], [-2.40097, 3.15121, -1.67525], [-2.40452, 1.92721, -0.86250], [-1.39258, 0.87877, -1.26410], [-1.25068, -0.20499, -0.39828], [-0.28840, -1.36028, -0.54903], [0.27778, -1.89166, 0.74685], [1.77020, -1.50251, 1.25813], [2.84280, -0.99328, 0.14845], [2.79288, -1.14327, -1.47662], [3.97131, -0.51623, -2.47516], [5.29110, 0.28950, -1.85809], [5.38833, 0.40621, -0.22469], [4.19541, -0.21542, 0.75492], [4.46348, -0.01475, 2.38658], [0.06409, -3.54950, 0.67297], [0.20776, -4.34147, 2.37148], [0.95946, -4.28028, -0.48566], [0.27174, -5.79196, -0.69050], [2.73319, -4.61163, -0.00671], [-1.03787, -1.50202, 1.70687], [-0.77286, -0.94007, 3.21993], [-2.47156, -1.48171, 4.52053], [-0.48456, 0.67247, 3.30814], [0.84915, 1.06372, 4.21305], [-1.92813, -0.51881, 0.91707], [-3.37011, -1.59291, 0.63867], [-3.35818, -2.28122, -1.16483], [-4.99925, -0.56103, 0.88815], [-6.12617, -1.01955, -0.22860], [-0.58039, 0.88150, -2.38262], [-1.34641, 0.87567, -3.68379], [-0.89398, 1.37839, -4.86156], [-2.75167, 0.33106, -3.73903], [0.51008, 1.92419, -2.33251], [0.62899, 2.88585, -1.37518], [1.62454, 1.93399, -3.35280], [-2.91798, 6.58080, -0.98345], [-4.34168, 5.35418, -1.12618], [-3.10723, 5.67464, -2.62617], [-2.45373, 4.26638, 0.26273], [-1.10639, 4.81453, -1.06811], [-3.48035, 1.43229, -1.00966], [-2.29009, 2.09491, 0.29288], [-0.52143, -2.05309, -1.30343], [1.76543, -0.67718, 2.12162], [2.25022, -2.46316, 1.78071], [1.89863, -1.71424, -1.96867], [3.89714, -0.62279, -3.65897], [6.09294, 0.73487, -2.58704], [6.30233, 0.95028, 0.26007], [4.02110, 0.97874, 2.81433], [3.95405, -0.94487, 2.93399], [5.62940, -0.13135, 2.61119], [-1.07534, -3.71125, 0.35352], [0.87449, -3.75769, -1.53325], [-0.91904, -5.72999, -0.62382], [0.64356, -6.33801, -1.65593], [0.58831, -6.41910, 0.27358], [-1.80708, -2.38955, 1.92068], [0.19171, -1.48669, 3.65061], [-1.40415, 1.25701, 3.73492], [-0.27486, 1.13085, 2.22958], [0.56222, 1.45274, 5.28193], [1.45988, 1.93654, 3.68512], [1.58673, 0.16642, 4.35898], [-4.36829, -2.85374, -1.37792], [-2.48128, -3.02519, -1.38050], [-3.29413, -1.38540, -1.91883], [-5.42290, -0.91475, 1.94670], [-4.80803, 0.59417, 0.92540], [-6.18847, -2.20677, -0.30920], [-5.78836, -0.60908, -1.27699], [-7.19499, -0.66153, 0.09290], [5.66884, 4.50956, -0.99357], [4.19738, 5.75330, -0.72526], [5.06000, 2.66214, -1.01674], [6.70831, 4.94897, -2.57811], [6.33769, 4.61507, -0.13303]], "forces_ev_per_angstrom": [[0.616, 0.468, 0.637], [-0.273, 3.195, -0.594], [0.623, -2.123, 2.612], [-2.973, 1.355, 0.303], [0.194, -2.786, 3.011], [1.599, -3.642, 2.229], [-0.426, 2.405, -1.037], [-2.644, -1.660, 1.116], [1.149, 0.389, 0.229], [3.628, 2.085, -2.439], [2.757, 1.831, 1.391], [0.713, 0.536, 3.765], [-3.668, -3.218, 2.037], [-3.092, -3.259, -1.150], [0.379, 0.046, -2.751], [-0.105, -1.540, -0.731], [-0.285, 0.597, -1.438], [0.059, 0.976, -2.033], [-1.620, -2.178, 0.043], [0.037, -0.070, 1.372], [-1.770, 0.772, -0.601], [0.071, 0.158, 1.937], [2.036, 0.862, -0.667], [0.839, 0.231, -0.629], [0.620, 0.799, -0.176], [0.209, 0.438, 0.084], [0.986, 0.901, -3.002], [-2.198, -0.365, -0.106], [-0.242, 0.740, -1.484], [-1.100, -0.219, -0.031], [0.365, -0.266, 0.021], [-0.611, 1.602, -2.930], [0.950, 3.085, -8.377], [-3.089, -4.010, 9.556], [4.774, 1.420, 1.485], [3.760, 6.837, 4.048], [-1.434, -7.881, -6.976], [-4.794, -0.949, 3.367], [-0.553, -2.355, -0.953], [2.179, 0.143, -0.958], [-0.422, -0.541, 2.330], [0.725, -0.257, -2.179], [-2.272, -1.423, 0.692], [2.346, 0.879, 0.122], [0.152, -0.159, -2.272], [0.577, 1.373, 0.846], [-0.319, -1.681, -2.075], [-1.274, 1.936, -1.227], [1.993, 1.295, 0.985], [0.023, 0.179, 2.981], [-1.733, -1.149, 1.707], [-1.941, -1.702, -0.876], [0.912, -1.829, -0.930], [1.051, 2.135, -1.076], [-2.646, 0.544, -0.604], [2.547, 0.295, 0.748], [0.507, -0.577, 2.240], [2.598, -0.016, -0.509], [-0.753, 1.224, 1.894], [-0.619, 1.280, -2.272], [2.405, 1.418, -0.756], [-2.312, 0.938, -0.899], [1.703, -1.268, -0.882], [-0.534, -1.211, 2.078], [0.450, -0.861, -2.110], [-1.384, -1.887, 1.093], [-1.447, 1.569, -0.366], [2.107, 1.240, 0.632], [-1.666, 1.396, 0.664], [-0.174, -1.842, 0.999], [1.275, 0.876, -2.200], [-0.478, -2.211, -0.169], [0.196, 2.596, 0.295], [-1.022, -0.754, 2.008], [2.195, -0.481, -0.792], [-0.054, 0.565, 0.154], [0.257, -0.124, -0.063], [-0.084, 3.004, -0.350], [-0.274, -0.134, 0.344], [-0.274, 0.013, -0.382]]}

---

{"formula": "C4H7NO", "method": "ωB97M-V with the def2-TZVPD basis set", "homo_lumo_gap_ha": [0.2917, 0.2917], "e_above_lowest_ev": 4.471, "e_homo_ev": [-8.72, -8.72], "symbols": ["O", "C", "C", "C", "C", "N", "H", "H", "H", "H", "H", "H", "H"], "coordinates": [[-1.97544, 0.86667, 1.07123], [-0.79673, 0.56659, 1.00890], [-0.17383, 0.71325, -0.59971], [0.84581, -0.30352, -1.19672], [0.25377, -1.17096, -0.20906], [0.17181, 0.26741, 1.83547], [-1.06496, 0.76399, -1.22515], [0.31084, 1.68835, -0.47666], [0.65846, -0.53342, -2.24408], [1.88446, -0.04443, -1.00339], [-0.69959, -1.65423, -0.41836], [0.79107, -1.50135, 0.67205], [-0.20567, 0.34167, 2.78548]], "forces_ev_per_angstrom": [[0.364, -0.169, -0.134], [0.015, 0.017, 0.205], [-0.183, -0.021, 0.042], [0.200, -0.285, -0.058], [-0.022, 0.237, -0.162], [-0.315, 0.118, 0.028], [0.203, -0.099, 0.205], [-0.067, -0.410, 0.072], [-0.057, 0.095, 0.142], [-0.147, -0.028, -0.008], [0.158, 0.190, -0.010], [-0.215, 0.296, -0.225], [0.068, 0.058, -0.097]]}

---

{"formula": "C3H5NO2", "method": "ωB97M-V with the def2-TZVPD basis set", "homo_lumo_gap_ha": [0.3363, 0.3363], "e_above_lowest_ev": 7.008, "e_homo_ev": [-8.57, -8.57], "symbols": ["C", "C", "C", "N", "O", "O", "H", "H", "H", "H", "H"], "coordinates": [[0.57490, 0.19510, 0.74639], [-0.80838, -0.25784, -1.10455], [-0.72358, -0.42862, 0.41565], [2.50428, 1.12933, 1.05040], [1.78385, 0.38089, 0.01268], [1.24774, 0.86363, 1.77475], [-1.75684, 0.09652, -1.60428], [-0.56307, -1.18134, -1.51585], [-0.02532, 0.52095, -1.43600], [-0.81468, -1.44308, 0.65771], [-1.41889, 0.12446, 1.00310]], "forces_ev_per_angstrom": [[8.889, 3.127, 1.276], [-0.128, 2.983, -1.089], [0.852, 2.050, -0.666], [-5.173, -2.764, -0.642], [-1.745, -0.692, -0.756], [-1.891, -0.313, 0.508], [0.663, -0.502, 1.181], [0.531, -1.455, -1.066], [-1.223, -1.372, 0.320], [0.176, -1.504, 0.662], [-0.952, 0.442, 0.270]]}

---

{"formula": "C5H7P", "method": "ωB97M-V with the def2-TZVPD basis set", "homo_lumo_gap_ha": 0.3630, "e_above_lowest_ev": 1.125, "e_homo_ev": -8.80, "smiles": "CC1=CC=[PH]=C1", "symbols": ["C", "C", "C", "C", "C", "P", "H", "H", "H", "H", "H", "H", "H"], "coordinates": [[-0.42284, -1.42196, 0.24466], [-1.04545, -1.31907, 1.37024], [0.02088, 0.92619, 0.98878], [0.43195, 0.12080, 0.03019], [0.99341, 0.55740, -1.24633], [-0.84097, 0.15187, 2.36901], [-0.42187, -2.09739, -0.60975], [-1.88638, -1.92297, 1.52689], [0.35073, 1.97477, 1.17594], [2.11616, 0.40402, -1.25624], [0.77657, 1.61852, -1.38582], [0.54998, -0.02046, -1.98227], [-2.10328, 0.63175, 2.15708]], "forces_ev_per_angstrom": [[3.799, 4.261, -2.483], [-1.450, -0.176, 0.828], [0.600, 1.427, 1.787], [-2.906, -3.103, 0.472], [2.641, 0.739, 1.085], [1.267, -0.421, 0.185], [-0.220, -0.102, 0.551], [-0.845, -1.355, 0.835], [-0.176, -0.797, -0.719], [-1.149, 0.151, -0.277], [0.145, -0.138, -0.187], [-0.636, -0.937, -1.860], [-1.069, 0.451, -0.217]]}

---

{"formula": "C24H33AuClN3O5Si2Te", "method": "ωB97M-V with the def2-TZVPD basis set", "homo_lumo_gap_ha": [0.2993, 0.2399], "e_above_lowest_ev": 0.000, "e_homo_ev": [-11.40, -11.91], "multiplicity": 2, "total_charge": 1, "symbols": ["Au", "O", "C", "O", "C", "C", "Cl", "N", "N", "C", "C", "O", "O", "C", "C", "C", "C", "C", "C", "H", "H", "H", "H", "H", "H", "O", "N", "C", "C", "C", "C", "C", "H", "H", "H", "H", "H", "C", "Si", "C", "C", "C", "Te", "C", "Si", "C", "C", "C", "H", "H", "H", "H", "H", "H", "H", "H", "H", "H", "H", "H", "H", "H", "H", "H", "H", "H", "H", "H", "H", "H"], "coordinates": [[-1.21028, -0.55054, -0.90583], [2.90618, -4.59090, -2.87285], [2.43059, -3.80362, -3.80959], [2.74330, -3.89076, -4.96762], [1.45818, -2.72967, -3.39219], [0.96662, -1.77366, -4.27328], [1.24287, -1.52619, -5.91837], [0.12704, -0.96345, -3.60186], [0.04890, -1.36019, -2.31417], [0.84431, -2.42075, -2.16362], [0.97194, -3.05950, -0.77861], [1.80924, -3.95514, -0.64610], [0.23714, -2.56952, 0.11947], [-0.56078, 0.20845, -4.05232], [-1.94623, 0.20105, -4.08552], [-2.61298, 1.35216, -4.47862], [-1.89249, 2.47863, -4.85013], [-0.50407, 2.46452, -4.82446], [0.17252, 1.32617, -4.41583], [2.53043, -4.37817, -1.96704], [-2.49024, -0.69932, -3.82846], [-3.69382, 1.36083, -4.51263], [-2.41554, 3.36988, -5.16998], [0.05465, 3.34133, -5.12267], [1.25397, 1.29796, -4.38586], [-2.60396, 0.07925, 0.47783], [-3.03080, -0.80447, 1.39438], [-2.57009, -2.06350, 1.46651], [-3.06242, -2.91876, 2.43225], [-4.02533, -2.47623, 3.32173], [-4.47668, -1.16690, 3.22282], [-3.96489, -0.34511, 2.24709], [-1.79307, -2.34601, 0.76353], [-2.67516, -3.92673, 2.46828], [-4.41981, -3.13771, 4.07999], [-5.22791, -0.77472, 3.89244], [-4.25994, 0.67992, 2.08425], [-0.94334, 3.18308, -1.24342], [0.31559, 3.54378, 0.08878], [-0.06194, 5.14444, 0.96148], [2.04561, 3.54523, -0.61392], [0.19329, 2.15618, 1.38646], [0.96277, 0.28600, 0.75123], [0.51256, -0.76544, 2.51776], [2.10191, -1.11910, 3.51944], [2.83624, 0.52407, 4.02543], [3.24638, -2.06615, 2.39783], [1.57050, -2.11394, 5.00250], [-0.96442, 3.98296, -1.98691], [-1.94847, 3.09248, -0.82414], [-0.72094, 2.25734, -1.78269], [-0.03328, 5.98096, 0.26022], [0.66677, 5.34821, 1.74846], [-1.05435, 5.12806, 1.41622], [2.16594, 4.37268, -1.31654], [2.27939, 2.62587, -1.15794], [2.79650, 3.67104, 0.16937], [-0.84826, 1.96851, 1.65762], [0.74865, 2.39568, 2.29761], [0.10287, -1.71856, 2.18363], [-0.22762, -0.17999, 3.06475], [3.11822, 1.13102, 3.15988], [3.74479, 0.37073, 4.61142], [2.14477, 1.10544, 4.63964], [3.64748, -1.43838, 1.59758], [2.74190, -2.91391, 1.92764], [4.10043, -2.44965, 2.95981], [0.86865, -1.55887, 5.62817], [2.43423, -2.36902, 5.62000], [1.09577, -3.04940, 4.69970]], "forces_ev_per_angstrom": [[-0.010, -0.010, 0.044], [-0.001, 0.004, -0.020], [0.036, 0.024, 0.015], [-0.012, -0.012, -0.004], [0.031, -0.009, 0.015], [0.002, 0.008, -0.016], [-0.005, 0.010, 0.002], [0.043, -0.010, -0.008], [0.004, 0.010, -0.013], [-0.076, -0.020, 0.046], [0.034, 0.154, 0.088], [0.002, -0.053, -0.022], [0.034, -0.068, -0.134], [-0.033, -0.006, 0.026], [-0.010, 0.006, -0.003], [0.004, 0.002, -0.002], [0.008, -0.001, -0.005], [-0.011, -0.003, -0.022], [0.012, 0.005, 0.001], [-0.029, -0.015, 0.000], [0.006, -0.005, 0.004], [0.001, 0.002, -0.002], [0.000, 0.000, 0.002], [-0.001, 0.002, 0.001], [0.007, -0.005, -0.004], [0.021, 0.068, 0.006], [-0.028, -0.041, 0.004], [0.017, 0.032, -0.002], [-0.009, 0.004, 0.007], [0.004, -0.003, 0.001], [0.001, 0.000, -0.003], [-0.004, 0.003, -0.017], [-0.002, -0.017, 0.012], [0.005, 0.003, -0.002], [-0.001, 0.002, 0.000], [0.000, 0.000, -0.002], [0.001, 0.001, 0.001], [-0.013, -0.041, 0.011], [-0.023, 0.000, -0.028], [0.004, -0.003, 0.017], [0.011, -0.011, 0.000], [-0.001, -0.033, -0.038], [-0.034, -0.013, 0.022], [0.004, 0.022, -0.006], [-0.007, 0.003, 0.020], [0.006, 0.001, -0.004], [-0.004, 0.003, -0.021], [0.003, -0.004, -0.006], [0.007, 0.013, 0.024], [0.000, 0.001, 0.000], [0.002, -0.012, 0.001], [-0.001, -0.004, -0.003], [-0.005, 0.004, 0.003], [0.000, 0.001, 0.001], [0.002, 0.000, 0.001], [-0.007, -0.002, 0.001], [0.006, 0.000, -0.003], [0.001, -0.007, 0.018], [0.014, 0.025, -0.018], [-0.003, 0.013, 0.005], [-0.008, -0.004, 0.004], [0.000, -0.002, -0.004], [-0.001, 0.001, 0.003], [-0.002, -0.002, -0.001], [0.010, 0.005, 0.006], [-0.004, -0.012, 0.010], [0.001, -0.006, -0.005], [-0.002, -0.003, -0.001], [0.001, 0.004, 0.002], [0.002, 0.002, -0.003]]}

---

{"formula": "C12H10ClF5Zn", "method": "ωB97M-V with the def2-TZVPD basis set", "homo_lumo_gap_ha": 0.1702, "e_homo_ev": 0.26, "total_charge": -2, "symbols": ["C", "C", "C", "H", "C", "C", "H", "H", "H", "H", "Zn", "Cl", "C", "C", "C", "H", "C", "C", "H", "H", "H", "H", "F", "C", "F", "C", "F", "F", "F"], "coordinates": [[-2.53264, -1.20139, -0.09934], [-1.72986, -1.42974, -1.29273], [-1.51238, -0.18486, -1.90832], [-1.39898, -2.40044, -1.65254], [-2.11153, 0.83552, -1.11806], [-2.72936, 0.23830, 0.00741], [-3.40966, 0.71645, 0.71213], [-3.12538, -1.96568, 0.41996], [-1.01703, -0.02555, -2.86303], [-2.16272, 1.88511, -1.39508], [-1.03533, -1.03104, 1.35896], [-0.00572, -2.89534, 1.63917], [2.60349, -0.09706, -0.29753], [2.29239, 1.15532, -0.90429], [1.85812, 0.89739, -2.23619], [2.40116, 2.13570, -0.44834], [1.93377, -0.50663, -2.46907], [2.36453, -1.12878, -1.25712], [2.46011, -2.19688, -1.07790], [2.95989, -0.24269, 0.71779], [1.55639, 1.64396, -2.96846], [1.64385, -1.02173, -3.38298], [-1.70081, 0.72951, 3.37587], [-0.69480, 0.73925, 2.42092], [-0.87496, 1.85803, 1.63748], [0.66096, 0.83810, 3.11661], [0.62883, 1.70806, 4.15548], [1.10085, -0.35804, 3.59705], [1.57682, 1.30516, 2.21215]], "forces_ev_per_angstrom": [[0.274, 0.279, -0.256], [-0.628, 0.769, 0.081], [-0.491, -0.495, 0.410], [0.027, 0.251, 0.150], [-0.658, -0.702, 0.441], [-0.424, -0.264, -1.403], [0.387, -0.042, -0.059], [0.172, 0.297, -0.236], [0.185, -0.049, 0.456], [0.250, -0.130, 0.282], [0.423, 1.216, -0.532], [0.357, -1.071, 0.425], [-0.266, -0.026, -0.812], [0.020, -0.769, -0.463], [0.584, -0.453, 0.265], [-0.133, -0.123, 0.013], [0.114, 0.263, 0.837], [0.046, 0.949, -0.214], [-0.019, 0.152, -0.032], [-0.109, -0.017, -0.118], [-0.016, -0.062, 0.117], [-0.017, 0.062, 0.126], [-0.027, 0.623, 0.645], [0.187, -1.770, -1.416], [0.139, 0.132, 0.930], [0.315, 0.508, -1.025], [0.395, -0.025, 0.271], [-0.372, 1.042, -0.210], [-0.714, -0.544, 1.327]]}